Molecular formula: C54H135ClN9O22
Method: DFT, the ωB97M-V functional and the def2-TZVPD basis

Structure (XYZ):
```
221
C54H135ClN9O22 the ωB97M-V functional and the def2-TZVPD basis
Cl 0.27195 0.68071 -0.30415
O -0.09430 -0.57926 -0.95190
O -0.31207 0.63084 1.03234
O 1.70945 0.82153 -0.33982
O -0.33238 1.82570 -0.96555
C -2.21464 4.18062 -0.13252
O -2.66909 5.38866 0.42338
C -3.77836 5.93945 -0.23944
C -3.87655 7.39959 0.30740
N -2.76652 8.19265 -0.25341
C -2.74480 8.26882 -1.78921
C -1.36948 8.57656 -2.28451
O -0.43577 7.61880 -1.72839
C 0.79483 7.71076 -2.42767
H -2.91174 3.35764 0.09098
H -1.28642 3.96486 0.37234
H -1.94430 4.29164 -1.18510
H -4.65925 5.35131 -0.00142
H -3.67613 5.86420 -1.35362
H -3.98833 7.48634 1.33226
H -4.82928 7.79693 -0.12722
H -1.91091 7.73867 0.08637
H -3.38946 9.07154 -2.15766
H -3.03927 7.37628 -2.24225
H -1.03616 9.56193 -2.00171
H -1.37327 8.49543 -3.35322
H 1.33524 6.78952 -2.28553
H 1.26401 8.68772 -2.12439
H 0.51159 7.75567 -3.47026
C -0.92464 -6.54566 1.64584
O -0.00582 -5.61010 1.15293
C -0.16644 -4.34541 1.81382
C 0.93433 -3.44270 1.31008
N 0.93525 -2.24314 2.04763
C 2.29494 -1.75792 2.28566
C 2.30601 -0.42769 2.98788
O 3.61047 -0.21324 3.60862
C 3.74788 -0.76547 4.87135
H -0.53987 -7.52112 1.30042
H -1.95365 -6.30920 1.29139
H -0.93996 -6.58527 2.75694
H -0.08246 -4.56034 2.87316
H -1.19978 -3.90595 1.69687
H 0.86782 -3.27329 0.21064
H 1.89833 -3.95209 1.50782
H 0.42042 -1.52444 1.53859
H 2.92896 -1.67053 1.39130
H 2.84126 -2.44296 2.94201
H 1.52397 -0.56814 3.72743
H 2.09108 0.40406 2.38387
H 4.75136 -0.60644 5.31341
H 3.50510 -1.82742 4.85798
H 3.05012 -0.25148 5.53974
C 4.04932 -9.98831 3.19653
O 3.24745 -9.62193 2.09884
C 3.58157 -8.32821 1.63017
C 2.79254 -7.96863 0.37291
N 3.06281 -6.59541 0.01860
C 2.21817 -6.07082 -1.07207
C 2.84469 -4.75216 -1.57225
O 1.91245 -3.97977 -2.30626
C 2.41631 -2.63933 -2.54218
H 3.76854 -9.36577 4.06224
H 5.12370 -9.88779 3.01086
H 3.77377 -11.01266 3.33982
H 4.65252 -8.28197 1.41892
H 3.34670 -7.46863 2.29133
H 1.69251 -8.00563 0.58180
H 3.07642 -8.64787 -0.44799
H 3.96091 -6.52322 -0.42479
H 1.29496 -5.84364 -0.62741
H 2.16030 -6.75563 -1.94725
H 3.68053 -5.05874 -2.29309
H 3.38943 -4.20849 -0.78325
H 2.77832 -2.17301 -1.63463
H 1.64893 -1.98399 -2.94105
H 3.28221 -2.66081 -3.23382
C 8.34980 -3.47647 3.44954
O 7.24654 -2.74810 2.92918
C 6.56538 -3.51143 1.90866
C 5.73878 -2.56843 1.10721
N 6.49825 -1.63842 0.21727
C 5.66885 -1.02158 -0.78832
C 4.76212 0.06807 -0.39431
O 5.52733 1.06849 0.23274
C 4.83780 1.81284 1.21955
H 9.26132 -2.88631 3.34422
H 8.37773 -4.44259 2.89587
H 8.30008 -3.62773 4.53415
H 6.03174 -4.37396 2.40913
H 7.31627 -3.91046 1.20677
H 5.09744 -1.92537 1.72430
H 5.08583 -3.07336 0.48221
H 6.95116 -0.89172 0.73792
H 5.04336 -1.78910 -1.24199
H 6.34533 -0.64811 -1.57599
H 3.94569 -0.34283 0.26600
H 4.18728 0.44654 -1.24733
H 3.94573 2.30644 0.85505
H 5.59433 2.44842 1.78387
H 4.52808 1.03830 1.98969
C -3.20132 -1.26177 -5.02966
O -3.26886 0.05688 -4.59874
C -2.57177 0.30286 -3.30032
C -2.48077 1.79227 -3.19756
N -1.47112 2.26481 -4.13120
C -1.36152 3.68611 -4.33112
C -2.62701 4.44246 -4.55735
O -2.99976 4.23013 -5.89044
C -4.20827 4.82968 -6.29085
H -3.88914 -1.99935 -4.52186
H -2.12853 -1.54668 -4.90640
H -3.34614 -1.41505 -6.13949
H -1.60159 -0.15754 -3.26791
H -3.14656 -0.17869 -2.54954
H -2.13471 2.09598 -2.25672
H -3.40696 2.32662 -3.38705
H -1.71818 1.78808 -5.02376
H -0.62290 3.88231 -5.15847
H -0.84612 4.16119 -3.49042
H -2.42240 5.52404 -4.38619
H -3.41071 4.13624 -3.79257
H -5.06281 4.24220 -5.91542
H -4.27972 4.69611 -7.36973
H -4.30897 5.88016 -6.01775
C -5.11852 1.14492 -0.90488
O -4.59321 -0.15870 -0.57525
C -3.36674 -0.05208 0.05320
C -3.15985 -1.43355 0.55665
N -4.21397 -1.78673 1.49076
C -3.87365 -3.07725 2.08298
C -5.05479 -3.59711 2.98075
O -6.04045 -4.10908 2.08528
C -7.13487 -4.60211 2.77995
H -4.64514 1.55661 -1.77457
H -4.97004 1.74502 0.00179
H -6.19329 1.06920 -1.06491
H -3.45663 0.73011 0.84930
H -2.56634 0.19866 -0.62069
H -2.18478 -1.54528 1.03363
H -3.17510 -2.13106 -0.28464
H -5.04770 -1.93626 0.92246
H -3.05902 -3.01868 2.80227
H -3.62265 -3.93072 1.38509
H -5.47431 -2.79166 3.49268
H -4.58871 -4.40365 3.52585
H -6.93937 -5.47689 3.43254
H -7.82763 -4.97106 2.04028
H -7.66688 -3.78041 3.34739
C 4.32536 5.72328 -1.16704
O 3.23694 4.83889 -1.36538
C 3.21753 4.12802 -2.61259
C 1.93605 3.25515 -2.51746
N 1.74700 2.45841 -3.62867
C 2.60718 1.24316 -3.73938
C 2.30870 0.41944 -4.93821
O 2.78726 0.93056 -6.12894
C 2.36538 2.20599 -6.51293
H 4.01771 6.58336 -0.57014
H 4.81637 6.06821 -2.10534
H 5.15345 5.17015 -0.61501
H 4.22607 3.63480 -2.74314
H 2.99671 4.85402 -3.46647
H 1.16916 4.07546 -2.43351
H 1.96819 2.78026 -1.55616
H 0.82522 2.14488 -3.74271
H 2.51457 0.61846 -2.79633
H 3.63725 1.62586 -3.86313
H 1.22574 0.25511 -5.00175
H 2.73304 -0.59325 -4.87085
H 1.26949 2.30842 -6.45359
H 2.60890 2.44133 -7.52835
H 2.67633 2.99766 -5.76822
C 1.79434 4.18781 1.79152
O 1.30578 5.45499 2.25923
C 0.26049 5.20379 3.19122
C -0.39447 6.56339 3.45336
N -1.00662 6.64640 4.77678
C -1.01605 7.97613 5.34521
C -0.09657 8.04830 6.49241
O -0.23368 9.28953 7.18170
C 0.87132 9.55677 7.96335
H 2.76418 4.30972 1.31471
H 1.18574 3.80812 1.00840
H 1.87004 3.42075 2.54946
H 0.72673 4.80292 4.12891
H -0.40722 4.36055 2.85142
H -1.11796 6.80068 2.64460
H 0.44696 7.23733 3.41071
H -1.90911 6.21912 4.80083
H -2.01574 8.21876 5.73130
H -0.75378 8.72520 4.62460
H 0.93430 7.93672 6.15092
H -0.23934 7.21819 7.22600
H 0.72422 10.42875 8.57186
H 1.70688 9.80629 7.24131
H 1.25852 8.70684 8.59652
C -5.50498 -8.65234 2.77164
O -5.98088 -7.64910 1.87056
C -5.39760 -7.78563 0.56435
C -5.64911 -6.46561 -0.22345
N -4.47137 -5.78013 -0.61033
C -3.70927 -6.23377 -1.83490
C -2.37508 -5.50793 -1.85683
O -2.55152 -4.14727 -2.06352
C -1.25968 -3.43385 -1.95165
H -5.78612 -9.70054 2.47681
H -5.95061 -8.47609 3.71893
H -4.40174 -8.58939 2.81800
H -5.87422 -8.59217 0.02015
H -4.31621 -7.93016 0.63918
H -6.18494 -5.89029 0.55591
H -6.33676 -6.77672 -1.04810
H -4.71612 -4.81490 -0.63540
H -4.20732 -6.16895 -2.79718
H -3.34974 -7.25705 -1.65381
H -1.75493 -5.93507 -2.63802
H -1.93006 -5.67256 -0.85894
H -0.71553 -3.58400 -2.87588
H -0.66937 -3.85123 -1.13286
H -1.55046 -2.41109 -1.78588
```

The calculation puts the HOMO energy at -6.143 eV. For the largest force on an atom, the calculation gives 5.18 eV/Å. As for the molar mass: 1298.17 u. Its net charge is -1. The LUMO energy comes out at 0.077 hartree. The energy above the lowest of the compared OMol25 structures with the same formula, charge and spin is 0.00 kcal per mole.

***

Molecular formula: C61H54F6GeN2OP3Pb
Method: DFT, the ωB97M-V functional and the def2-TZVPD basis

Structure (XYZ):
```
129
C61H54F6GeN2OP3Pb the ωB97M-V functional and the def2-TZVPD basis
Pb -0.40519 0.21739 -0.23552
F 2.80579 3.10863 2.49046
Ge 1.69783 2.03873 1.62180
C 1.39342 3.39310 0.19679
C 2.53499 4.18281 0.02514
C 2.48200 5.37740 -0.67536
C 1.27803 5.81859 -1.20516
C 0.15082 5.02341 -1.09240
C 0.19859 3.80278 -0.41135
P -1.31418 2.79387 -0.49178
C -1.90673 3.06536 -2.17732
C -2.91932 3.97460 -2.48206
C -3.22268 4.24532 -3.80911
C -2.52319 3.61821 -4.83041
C -1.50716 2.71928 -4.52852
C -1.20164 2.44409 -3.20700
C -2.48058 3.44476 0.71707
C -1.97026 4.06795 1.85898
C -2.83865 4.56956 2.81606
C -4.21170 4.45122 2.64043
C -4.72078 3.82009 1.51196
C -3.86086 3.30373 0.55460
C 3.14767 0.69953 1.25028
C 4.19755 0.91178 2.15292
C 5.48152 0.44574 1.91804
C 5.76787 -0.20685 0.72979
C 4.73722 -0.48529 -0.14724
C 3.41497 -0.09799 0.12357
P 2.21883 -0.80299 -1.06766
C 2.75460 0.06229 -2.57761
C 3.68333 -0.46507 -3.47457
C 4.15735 0.31281 -4.52299
C 3.72210 1.62316 -4.67288
C 2.82025 2.16255 -3.76413
C 2.33688 1.38534 -2.72181
C 2.50660 -2.58773 -1.12832
C 3.25767 -3.08218 -0.04688
C 3.50366 -4.41783 0.19445
C 3.03946 -5.39748 -0.72849
C 2.18044 -5.03159 -1.68521
C 1.55937 -3.65859 -1.72638
C 0.44309 1.87296 3.15761
C 0.75118 2.80875 4.15121
C 0.15557 2.75757 5.40246
C -0.73579 1.74126 5.70803
C -1.08205 0.83050 4.72729
C -0.53354 0.90891 3.44195
P -1.20169 -0.33117 2.30009
C -2.98844 -0.33285 2.51872
C -3.72240 -1.47606 2.20288
C -5.09974 -1.47787 2.34330
C -5.75429 -0.33524 2.78341
C -5.03016 0.81711 3.06246
C -3.65196 0.82854 2.92232
C -0.48494 -1.87491 2.91948
C 0.88740 -2.04577 2.72856
C 1.53347 -3.14006 3.27620
C 0.81195 -4.07936 4.00563
C -0.55142 -3.91220 4.19597
C -1.20549 -2.80894 3.65961
H 3.47255 3.87826 0.47008
H 3.37868 5.97662 -0.77866
H 1.21586 6.77303 -1.71301
H -0.77497 5.35079 -1.54799
H -3.46069 4.48517 -1.69758
H -4.00294 4.95884 -4.04368
H -2.76741 3.83274 -5.86346
H -0.95472 2.23514 -5.32549
H -0.39802 1.75051 -2.97963
H -0.90162 4.18095 1.99040
H -2.44331 5.07094 3.69125
H -4.88640 4.85895 3.38362
H -5.79103 3.73244 1.37178
H -4.26690 2.79606 -0.31060
H 4.01791 1.49205 3.04674
H 6.26149 0.63619 2.64481
H 6.78043 -0.51312 0.49489
H 4.95625 -1.03345 -1.05599
H 4.07711 -1.45974 -3.32621
H 4.88823 -0.10037 -5.20865
H 4.09927 2.22987 -5.48614
H 2.49986 3.19407 -3.85505
H 1.64449 1.82210 -2.00763
H 3.74520 -2.36915 0.59829
H 4.14376 -4.71079 1.01691
H 3.40886 -6.41465 -0.67795
H 1.86163 -5.74956 -2.42768
H 0.40026 -4.20235 -3.29813
H 1.48315 3.57816 3.95781
H 0.41262 3.50193 6.14638
H -1.16719 1.65958 6.69796
H -1.79868 0.05008 4.95719
H -3.22193 -2.37135 1.85138
H -5.66394 -2.37048 2.10342
H -6.83018 -0.34276 2.90636
H -5.53991 1.71184 3.39731
H -3.10299 1.73892 3.12974
H 1.45708 -1.30833 2.16746
H 2.60450 -3.25160 3.15231
H 1.31772 -4.93090 4.44330
H -1.11048 -4.63162 4.78150
H -2.26188 -2.67335 3.84842
F -1.89509 -0.21466 -2.89355
C -2.10929 -0.70914 -1.65656
F -2.02365 -2.05661 -1.78762
C -3.56843 -0.36613 -1.25776
F -3.53953 0.62223 -0.33698
F -4.16911 -1.42457 -0.72356
F -4.27500 0.06056 -2.29051
C 0.37430 -2.19026 -3.47992
N 1.09405 -3.46844 -3.17872
C 2.17338 -3.75096 -4.19048
C 0.20416 -3.65165 -0.80918
O 0.03346 -2.67239 -0.09605
N -0.66228 -4.67954 -0.81716
C -1.76433 -4.65413 0.16381
C -0.69760 -5.86344 -1.68733
H 1.09506 -1.40212 -3.65640
H -0.27529 -1.93776 -2.64840
H -0.22913 -2.33286 -4.37289
H 1.90490 -3.27830 -5.13089
H 2.27751 -4.81982 -4.34763
H 3.11456 -3.35479 -3.83214
H -1.57903 -3.88042 0.89578
H -1.80454 -5.62134 0.66376
H -2.71156 -4.46673 -0.34251
H -0.56488 -5.63182 -2.74556
H -1.68949 -6.29701 -1.60431
H 0.01844 -6.62125 -1.38234
```

The calculation puts the HOMO energy (spin up / spin down) at -14.144 / -15.068 eV. For the largest force on an atom, the calculation gives 0.61 eV/Å. As for the molar mass: 1317.84 u. Its net charge is +3. The LUMO energy (spin up / spin down) comes out at -0.328 / -0.344 hartree.

***

Molecular formula: C3H3N3O2
Method: DFT, the ωB97M-V functional and the def2-TZVPD basis

Structure (XYZ):
```
11
C3H3N3O2 the ωB97M-V functional and the def2-TZVPD basis
C 1.06713 0.64510 -0.41865
C -0.27911 0.02289 -0.22593
C -0.64191 -1.31197 -0.61660
H 2.37297 2.00994 0.26443
H 0.06903 -1.60860 -1.57188
H -1.11377 0.83793 1.41370
N -1.76080 -1.67131 0.02813
N -1.95948 -0.90398 1.08373
N -1.13134 0.12882 0.78980
O 1.28557 1.73256 0.20871
O 2.09171 0.11863 -0.95543
```

As for the SMILES: O=C(O)c1cnn[nH]1. The calculation puts the HOMO energy at -10.190 eV. For the largest force on an atom, the calculation gives 5.78 eV/Å. As for the molar mass: 113.08 u. Its net charge is 0. The LUMO energy comes out at -0.003 hartree. The energy above the lowest of the compared OMol25 structures with the same formula, charge and spin is 96.53 kcal per mole.